{
  "formula": "C20H22N6OS",
  "method": "ωB97M-V/def2-TZVPD",
  "symbols": ["C", "C", "C", "O", "N", "C", "C", "C", "C", "S", "C", "N", "C", "N", "C", "C", "C", "C", "N", "N", "C", "C", "C", "C", "C", "N", "C", "C", "H", "H", "H", "H", "H", "H", "H", "H", "H", "H", "H", "H", "H", "H", "H", "H", "H", "H", "H", "H", "H", "H"],
  "xyz": [[-3.19966, -7.00339, 4.06146], [-4.03420, -5.65757, 4.22196], [-3.25673, -4.37192, 4.35456], [-3.72420, -3.43695, 5.01262], [-2.27693, -4.07090, 3.42376], [-1.69036, -2.78519, 3.14411], [-1.23789, -2.00267, 4.15234], [-0.62262, -0.85576, 3.75837], [-0.19117, -0.49980, 2.42359], [0.91158, 0.90143, 2.25524], [0.92939, 1.13165, 0.44694], [2.05358, 0.79910, -0.23269], [2.16152, 1.34826, -1.41967], [3.48549, 1.30309, -2.00314], [3.79258, 2.25516, -2.88449], [3.94934, 2.01575, -4.24993], [4.26980, 3.42042, -4.69103], [4.49014, 3.91750, -6.12869], [4.29200, 4.27897, -3.72176], [4.04601, 3.56375, -2.59598], [1.14277, 1.91542, -2.06891], [-0.00283, 2.12624, -1.37871], [-0.95790, 3.17690, -1.85020], [-1.61848, 4.12829, -0.89222], [-2.41757, 3.02388, -1.56510], [-0.18249, 1.62444, -0.20357], [-0.76216, -1.32595, 1.45325], [-1.44675, -2.41531, 1.79808], [-2.46314, -7.06121, 4.84240], [-3.78656, -7.95947, 4.00129], [-2.66526, -6.97022, 3.10218], [-4.82822, -5.72268, 5.06183], [-4.62871, -5.56445, 3.28297], [-2.20938, -4.82371, 2.74299], [-1.44912, -2.32102, 5.24357], [-0.38085, -0.09126, 4.53294], [3.57340, 0.31377, -2.26486], [3.94001, 1.11289, -4.79366], [5.12039, 4.86359, -6.13297], [3.43596, 4.15076, -6.56629], [4.96137, 3.10069, -6.68345], [4.30509, 3.96010, -1.77356], [1.24181, 2.50047, -2.99260], [-0.67280, 3.52291, -2.81642], [-1.43714, 4.18932, 0.17266], [-1.88599, 5.13465, -1.34356], [-2.58427, 2.06260, -1.09195], [-3.10047, 3.31362, -2.46312], [-0.67583, -1.12291, 0.42592], [-1.71254, -3.09323, 0.89346]],
  "smiles": "CCC(=O)Nc1ccc(Sc2nc(Nc3cc(C)n[nH]3)cc(C3CC3)n2)cc1",
  "fmax_ev_per_a": 5.25,
  "multiplicity": 1,
  "lumo_ev": 0.297,
  "charge": 0,
  "homo_lumo_gap_ev": 8.30,
  "de_lowest_kcal_mol": 131.22
}

=====

{
  "formula": "C53H49CrGeN8O2S",
  "method": "ωB97M-V/def2-TZVPD",
  "symbols": ["Cr", "C", "C", "C", "C", "C", "N", "C", "C", "C", "N", "C", "C", "C", "C", "C", "C", "C", "C", "N", "C", "C", "C", "N", "C", "C", "C", "C", "O", "C", "O", "H", "H", "H", "H", "H", "H", "H", "H", "H", "H", "H", "H", "H", "H", "H", "H", "H", "H", "H", "H", "H", "H", "H", "H", "H", "H", "H", "H", "S", "N", "C", "C", "C", "C", "C", "N", "C", "C", "N", "C", "C", "C", "C", "C", "N", "H", "H", "H", "H", "H", "H", "C", "Ge", "C", "C", "C", "C", "C", "C", "C", "C", "C", "C", "C", "C", "C", "C", "C", "C", "H", "H", "H", "H", "H", "H", "H", "H", "H", "H", "H", "H", "H", "H", "H"],
  "xyz": [[-0.58138, -0.20558, -0.42933], [5.14213, 1.61663, -3.09094], [4.13452, 0.84540, -2.28320], [4.31720, -0.47628, -1.95347], [3.39502, -1.19974, -1.15578], [3.55027, -2.53871, -0.75203], [4.21657, -3.50185, -1.33606], [4.62665, -3.57792, -2.74631], [3.49444, -3.15539, -3.69294], [2.21674, -3.98911, -3.47664], [1.02001, -3.16725, -3.34001], [-0.05239, -3.31788, -4.06384], [-1.28177, -2.65346, -3.88964], [-2.32154, -2.98862, -4.78695], [-3.58903, -2.46929, -4.67769], [-4.68994, -2.82807, -5.63475], [-3.82234, -1.61144, -3.60254], [-2.84551, -1.24700, -2.67678], [-3.23057, -0.29345, -1.66875], [-2.49505, 0.23264, -0.76103], [-3.02399, 1.45688, -0.15781], [-2.62740, 2.59971, -1.09816], [-1.12057, 2.80966, -1.09749], [-0.33171, 1.60695, -1.35115], [0.73416, 1.41375, -0.58645], [2.04048, 0.83935, -1.04249], [2.96569, 1.49164, -1.83560], [2.21907, -0.52867, -0.69490], [1.26975, -1.11836, -0.06079], [-1.51321, -1.71908, -2.82498], [-0.54097, -1.35997, -2.04416], [5.91465, 0.96747, -3.49714], [5.62141, 2.37378, -2.46687], [4.65569, 2.13859, -3.91522], [5.23232, -0.96577, -2.26351], [3.02408, -2.81868, 0.15826], [4.27854, -4.36865, -0.81967], [4.89063, -4.61660, -2.93882], [5.52065, -2.98491, -2.93399], [3.85050, -3.27009, -4.71570], [3.26156, -2.10255, -3.55335], [2.30653, -4.58632, -2.56684], [2.06493, -4.67866, -4.30506], [0.96183, -2.48123, -2.58812], [0.00719, -4.05738, -4.85748], [-2.09896, -3.68737, -5.58629], [-4.29354, -3.14744, -6.59618], [-5.35945, -1.98474, -5.79497], [-5.28629, -3.64984, -5.23346], [-4.81983, -1.19898, -3.49010], [-4.25873, 0.06140, -1.75627], [-2.60622, 1.60716, 0.84450], [-4.11019, 1.41853, -0.05624], [-3.11275, 3.52842, -0.79877], [-2.96369, 2.34523, -2.10491], [-0.83450, 3.25530, -0.13181], [-0.86514, 3.54020, -1.86961], [0.84371, 2.11054, 0.25899], [2.78692, 2.51442, -2.14859], [-3.35969, -2.40814, 6.53583], [-2.77857, -0.95363, 6.18725], [-2.31037, -1.00307, 4.95483], [-1.68607, 0.08331, 4.24084], [-1.62247, 1.35222, 4.77532], [-1.17425, 2.40028, 3.95426], [-0.63959, 2.17537, 2.73516], [-0.34972, 0.80716, 2.29966], [-1.21288, -0.22068, 2.93725], [-1.47198, -1.44719, 2.25616], [-1.17957, -1.63666, 0.92663], [-1.40027, -2.84842, 0.38633], [-1.92561, -3.92190, 1.06076], [-2.29021, -3.74520, 2.38591], [-2.07932, -2.51860, 2.98544], [-2.46960, -2.27833, 4.35018], [-3.04931, -3.15632, 5.14840], [-2.00460, 1.53912, 5.76653], [-1.27816, 3.42568, 4.28267], [-0.27601, 2.95372, 2.08216], [-1.11761, -2.96283, -0.64772], [-2.05425, -4.86722, 0.55488], [-2.72892, -4.54230, 2.97170], [1.08712, 0.47219, 2.60114], [2.79438, 1.44899, 1.91453], [4.15124, 0.05447, 2.20752], [5.39770, 0.19089, 1.59317], [6.36691, -0.78225, 1.77010], [6.10266, -1.89466, 2.56168], [4.86777, -2.02505, 3.18404], [3.89212, -1.05275, 3.01450], [3.30767, 3.37338, 1.65902], [2.50658, 4.22368, 0.93703], [2.91413, 5.53814, 0.66273], [4.11527, 5.99199, 1.13569], [4.93650, 5.16391, 1.93039], [6.13857, 5.66219, 2.48655], [6.92108, 4.88262, 3.28859], [6.53552, 3.55725, 3.56386], [5.38146, 3.04425, 3.04052], [4.54352, 3.82018, 2.20939], [1.18616, 0.59171, 3.68183], [1.26444, -0.56695, 2.32823], [-0.53444, 0.71174, 1.27608], [5.61439, 1.06736, 0.99251], [7.33605, -0.66014, 1.30305], [6.86862, -2.64264, 2.71873], [4.65566, -2.88301, 3.80833], [2.95160, -1.16295, 3.53844], [1.54797, 3.92554, 0.54170], [2.26902, 6.17768, 0.07576], [4.44263, 7.00026, 0.91555], [6.41320, 6.68780, 2.27480], [7.82660, 5.28300, 3.72268], [7.15745, 2.94812, 4.20624], [5.08732, 2.03143, 3.28860]],
  "fmax_ev_per_a": 2.21,
  "multiplicity": 3,
  "lumo_ev": [-8.758, -8.753],
  "charge": 3,
  "homo_lumo_gap_ev": [4.42, 4.44],
  "s2": 2.3535
}

=====

{
  "formula": "CH4NOP",
  "method": "ωB97M-V/def2-TZVPD",
  "symbols": ["C", "N", "O", "P", "H", "H", "H", "H"],
  "xyz": [[0.27847, 0.44008, 0.48422], [0.69973, 1.45780, -0.38873], [0.32239, 1.26754, -1.54842], [-0.14284, -1.11860, -0.67505], [-0.48627, 0.78148, 1.24282], [1.34332, 0.23998, 1.52168], [-1.41893, -0.89085, -0.86763], [-0.59588, -2.17743, 0.23111]],
  "fmax_ev_per_a": 5.03,
  "multiplicity": 1,
  "lumo_ev": -0.712,
  "charge": 0,
  "homo_lumo_gap_ev": 8.63,
  "de_lowest_kcal_mol": 125.87
}

=====

{
  "formula": "C9H14",
  "method": "ωB97M-V/def2-TZVPD",
  "symbols": ["C", "C", "C", "C", "C", "C", "C", "H", "H", "H", "H", "H", "H", "H", "H", "C", "C", "H", "H", "H", "H", "H", "H"],
  "xyz": [[-2.02543, 1.04236, 2.57946], [-1.57098, 0.50087, 1.24758], [-0.97288, 1.31829, 0.30165], [-0.78312, 0.82280, -0.98740], [-1.02266, -0.49792, -1.33755], [-1.56558, -1.31135, -0.33157], [-1.76050, -0.85212, 0.95990], [-1.24735, 0.88684, 3.33830], [-2.97199, 0.59232, 2.87081], [-2.13356, 2.12480, 2.60459], [-0.62071, 2.32985, 0.46713], [-0.37421, 1.42286, -1.78570], [-0.87523, -0.90899, -2.31342], [-2.03868, -2.23047, -0.66297], [-2.29418, -1.46880, 1.67286], [2.52393, -0.75838, -0.42351], [3.15356, -0.20504, -1.72472], [2.33968, -1.82904, -0.48813], [2.98807, -0.44162, 0.50620], [1.50606, -0.42724, -0.38755], [3.29165, -0.99885, -2.44959], [2.45008, 0.47227, -2.19225], [4.00404, 0.41656, -1.46411]],
  "smiles": "Cc1ccccc1.CC",
  "fmax_ev_per_a": 2.05,
  "multiplicity": 1,
  "lumo_ev": 1.061,
  "charge": 0,
  "homo_lumo_gap_ev": 10.08,
  "de_lowest_kcal_mol": 16.68
}

=====

{
  "formula": "C5H10N3",
  "method": "ωB97M-V/def2-TZVPD",
  "symbols": ["C", "C", "C", "C", "C", "N", "N", "N", "H", "H", "H", "H", "H", "H", "H", "H", "H", "H"],
  "xyz": [[0.97282, -0.43044, -0.93258], [2.24361, -0.68900, -0.58972], [1.29386, 0.71286, 0.84385], [-1.66468, -0.61641, 0.82472], [-1.13388, 0.61268, 0.10842], [0.39821, 0.41639, -0.04244], [2.40575, 0.00435, 0.52749], [-1.63138, 0.73742, -1.23510], [0.46023, -0.81191, -1.68327], [3.06374, -1.06756, -1.23137], [1.04169, 1.23064, 1.75081], [-2.52541, -0.64900, 1.36229], [-0.75446, -0.99406, 1.35460], [-1.75375, -1.46169, 0.11975], [-1.24162, 1.59262, 0.68745], [3.26098, -0.08778, 1.06313], [-2.23981, -0.08725, -1.46926], [-2.19590, 1.58814, -1.45877]],
  "fmax_ev_per_a": 7.67,
  "multiplicity": 3,
  "lumo_ev": [-2.936, -7.558],
  "charge": 1,
  "homo_lumo_gap_ev": [6.74, 6.41],
  "s2": 2.0056,
  "de_lowest_kcal_mol": 44.44
}

=====

- What is the charge in the third record?
  0

=====

- The highest charge belongs to which entry?
  C53H49CrGeN8O2S

=====

- Which of these has the highest charge?
  C53H49CrGeN8O2S